(1)
A cluster of 27 separate species, C6H68NO28 in total at a distorted geometry, computed with ωB97M-V/def2-TZVPD.

HOMO level   -11.83 eV
Frontier orbital gap   8.74 eV

Structure (ORCA input):
```
! RIJCOSX wB97M-V def2-TZVPD def2/J DEFGRID3
* xyz 1 1
C -0.96583 3.42244 -3.26747
O -0.25783 2.29244 -2.85747
C -0.80383 1.58344 -1.73047
C 0.12317 0.62344 -1.28947
N -0.30283 -0.16756 -0.21347
H -0.44183 0.64644 0.31453
H -1.26683 -0.81456 -0.33847
C 0.70217 -1.16556 0.29853
C 0.26117 -2.05756 1.45453
O 1.28317 -2.55556 2.19053
C 0.68617 -2.95956 3.45353
H -1.91183 3.15744 -3.58547
H -0.45683 4.07544 -3.97947
H -1.05083 4.08344 -2.44547
H -1.67183 1.10444 -2.13947
H -1.07583 2.06844 -0.89147
H 1.16317 1.08244 -0.87647
H 0.20717 -0.14556 -2.13247
H 1.27517 -0.43056 0.67953
H 1.27517 -1.90256 -0.50847
H -0.28683 -2.95556 1.14353
H -0.52183 -1.35156 1.93353
H 0.48017 -2.15156 4.19953
H 1.47517 -3.59056 4.05153
H -0.29683 -3.72856 3.41253
O -4.45983 2.80244 -3.81747
H -4.54483 1.96844 -4.35747
H -3.97883 2.56444 -2.99747
O 3.23417 -0.50856 3.15753
H 2.73217 -1.27856 3.07253
H 3.53117 -0.22856 2.22153
O 1.18617 -4.76656 -0.84247
H 1.01617 -4.92756 -1.84647
H 0.87517 -5.56656 -0.43747
O 1.19317 -1.48056 6.70253
H 1.74317 -2.32656 6.69053
H 0.68317 -1.56956 7.47353
O -1.60483 3.41844 0.86453
H -0.88883 3.88044 1.15453
H -2.09883 3.44544 1.61253
O -3.62483 2.71644 -1.23047
H -2.93783 3.06144 -0.80747
H -4.31483 2.93844 -0.58847
O 3.91517 0.98144 1.33353
H 3.15217 1.60744 1.27253
H 4.57317 1.10744 0.67353
O 2.57017 -1.07056 -2.58947
H 3.28517 -0.49156 -2.50147
H 2.43617 -1.02656 -3.61947
O -2.82083 -2.47456 5.40553
H -2.12883 -3.19856 5.64153
H -2.41983 -1.61656 5.10253
O -2.58683 4.63244 -5.18947
H -2.70483 4.58044 -6.17447
H -2.96083 3.98444 -4.58647
O -1.58083 -2.50956 -2.49247
H -2.23683 -1.83356 -2.67447
H -1.28483 -2.32356 -3.45047
O 3.71217 -3.51156 -2.16747
H 3.15517 -2.72656 -2.32447
H 2.99117 -4.23856 -2.29647
O 0.82517 0.72044 -5.09447
H 1.11017 -0.16656 -5.35947
H 0.76117 0.70044 -4.11647
O -1.77383 6.78244 -1.41747
H -2.68783 6.41244 -1.54347
H -1.41283 6.49844 -2.25347
O 3.43117 3.05244 -1.99947
H 2.77617 2.64144 -1.57547
H 3.69517 2.64744 -2.82847
O 2.14217 2.97344 0.85953
H 2.19017 3.13244 1.74453
H 2.12217 3.82944 0.59853
O 2.77817 -4.59556 1.30653
H 2.37417 -3.78156 1.65653
H 2.55717 -4.97756 0.50753
O -3.04283 -0.71456 -0.20847
H -3.71983 -0.39556 -0.80047
H -3.62283 -0.98356 0.59153
O 1.54617 5.96444 -3.48247
H 0.55817 5.92244 -3.86947
H 1.52517 6.80744 -2.89947
O -0.91983 6.30244 -4.15747
H -1.59783 5.77044 -4.59047
H -0.60683 6.64444 -4.88047
O -3.20183 -3.47456 1.58153
H -3.49583 -2.50656 1.80553
H -3.73083 -4.00956 2.06253
O 1.24417 -5.10756 6.23753
H 1.82517 -4.49456 6.41753
H 1.44017 -5.89456 6.82853
O -0.63483 0.84244 1.80553
H -0.91483 1.71244 1.58253
H 0.22117 1.03844 2.20453
O -2.23183 -4.79656 -0.77947
H -2.30383 -4.44156 0.03453
H -2.19083 -3.89456 -1.32047
O 1.63917 1.06444 3.20553
H 2.22717 0.39444 3.07153
H 1.38317 1.03544 4.16953
O 1.03717 -6.85656 3.90353
H 1.47817 -6.24956 4.55953
H 0.77417 -7.72656 4.17853
*
```

Results of the Mulliken charge analysis, in e, for atoms 1 through 4:
1 C -0.683
2 O -0.271
3 C -0.149
4 C 0.591



(2)
A structure of composition C6H6BiCl2FeN2O3S at a distorted geometry, computed with ωB97M-V/def2-TZVPD.

HOMO level (spin up / spin down)   -23.22 / -23.04 eV
Frontier orbital gap (spin up / spin down)   4.30 / 3.61 eV

Structure (ORCA input):
```
! RIJCOSX wB97M-V def2-TZVPD def2/J DEFGRID3
* xyz 4 6
Bi 2.42086 -2.13169 -1.87728
Fe 0.29470 -1.17847 -0.51823
Cl 3.93158 -1.25516 -0.15548
Cl -0.66566 -2.98667 -1.05447
C -0.76523 -0.04158 -1.44444
C 4.83799 -1.76640 -3.13204
C 1.96454 -3.65289 -4.48770
O -1.92568 0.05389 -1.61834
O 5.87824 -1.49240 -3.50758
O 1.78125 -4.15486 -5.47417
S 0.81891 -0.37514 1.42425
C -0.48795 0.71553 1.70445
N -0.70760 1.86301 1.04931
C -1.89820 2.55291 1.52119
C -2.38561 1.66517 2.66131
N -1.40929 0.58145 2.68372
H -0.12397 2.19740 0.28399
H -2.64447 2.62423 0.72497
H -1.65361 3.55869 1.86720
H -3.39290 1.27881 2.48110
H -2.37724 2.19944 3.61567
H -1.49066 -0.25528 3.25259
*
```

Results of the Mulliken charge analysis, in e, for atoms 1 through 4:
1 Bi 1.825
2 Fe -0.033
3 Cl -0.108
4 Cl -0.038



The records above yield E values of -2430.20927; -3362.41187 hartree, respectively.
The records above yield energy relative to the best compared isomer or geometry (same formula, charge and spin) values of 98.2; 0.0 kcal/mol, respectively.